Molecular formula: C12H18Cl2IrN2O3P
Method: DFT, ωB97M-V with the def2-TZVPD basis set

```
! wB97M-V def2-TZVPD RIJCOSX def2/J DEFGRID3
* xyz 3 6
N 2.1105 4.1852 4.5681
C -1.0968 -2.4781 -2.8129
C -0.0125 1.0452 -1.5924
O -3.2699 0.6178 -2.5117
C 1.4018 -3.1694 -1.1927
H 1.7576 -0.9479 1.9468
H -0.3188 2.4136 0.6418
C 0.3619 1.9739 1.3797
H -1.8260 -2.8029 -2.0580
H 0.8757 -3.5181 -0.2966
H 2.6012 4.6975 5.2769
H 2.3938 -0.8807 -2.8390
H 1.5741 -3.9825 -1.9083
H -5.2440 -1.7210 -1.8102
H 1.7690 4.6968 3.7677
C 2.4310 2.8618 4.4720
O 0.1991 1.9782 -2.2724
Cl -2.7824 -0.8147 -0.3461
C 1.4680 -1.2586 -3.2960
C 2.1248 0.8070 3.1407
Ir -0.0838 -0.3930 -0.4326
C 1.8166 2.1635 3.2997
C 1.5539 0.1023 2.0919
Cl -0.5113 -1.9930 1.2948
H 0.9481 -0.4530 -3.8317
H 1.6947 -2.0933 -3.9789
C -3.7935 -0.1104 -1.7035
H -5.5713 -0.4431 -0.5691
H 0.5731 3.7920 2.4769
P 0.3840 -1.8633 -1.9589
H -5.8170 -0.1029 -2.3271
O 3.1055 2.2656 5.3021
H -1.5161 -1.6470 -3.4011
H 2.3542 -2.7030 -0.9036
H 2.8052 0.3024 3.8207
C 0.8946 2.7450 2.4187
C -5.1970 -0.6387 -1.5862
N 0.6920 0.6753 1.2212
H -0.8499 -3.3083 -3.4907
*
```

Values from the calculation:
expectation value of S²	8.774
HOMO (spin up / spin down)	-17.03 / -19.41	eV
frontier orbital gap (spin up / spin down)	6.54 / 4.78	eV
E	-58997.6422	eV

Atom charges from the Mulliken analysis, given in e for atoms 1 to 4: N -0.25; C -1.13; C 0.44; O -0.41

Molecular formula: C11H22F9O8PS3
Method: DFT, ωB97M-V with the def2-TZVPD basis set

```
! wB97M-V def2-TZVPD RIJCOSX def2/J DEFGRID3
* xyz 0 1
C -1.1341 4.0581 -6.2994
H -0.4261 2.0160 -6.4406
H 3.7215 -0.8963 0.3565
F -4.1798 -1.3118 0.7994
C 1.1345 -3.2514 4.4331
H 4.1994 -2.1705 7.9599
F -2.6386 -0.2785 -2.1126
F -2.3150 0.5987 1.2341
O -1.2060 3.4751 -3.3659
O 2.5746 1.6852 -0.6035
O 3.1857 -1.8455 3.6200
S -2.2170 2.9327 -4.2207
H 0.7259 -3.6494 5.3578
H 0.1251 3.0720 -7.7396
C 4.7691 -1.8411 7.0910
F -2.8301 -3.6847 -0.1422
H -0.3279 4.3981 -5.6471
H -4.5616 3.0445 -4.2945
F -4.2134 0.5991 -0.9843
H -3.9301 2.6674 -2.6701
O 2.2353 -0.3409 -1.8410
H 1.4883 -4.0482 3.7843
H -1.5495 2.4794 -7.7086
C -2.0964 0.7756 -0.0721
H 4.3522 -0.8875 6.7706
C -3.0695 -0.0901 -0.8898
H 0.3853 -2.6500 3.9219
F -1.3691 -2.3817 -0.8810
C 4.6996 -2.8757 5.9844
H 5.2292 -2.5392 5.0916
F -2.3783 2.0495 -0.3221
H 2.8290 -0.0616 1.6429
H -3.8479 4.3427 -3.2831
C 2.7482 -0.6013 0.7162
C -0.7214 2.8347 -7.0950
H -0.0043 1.8005 0.2927
C -3.8060 3.2912 -3.5535
H -0.2862 0.5958 -1.7591
F -1.9032 -2.3761 1.2035
H -0.2121 -0.6055 0.4611
C -2.3356 -2.4814 -0.0250
O 2.0131 -1.1612 5.7013
S 2.0019 0.3571 -0.5955
O -2.3304 3.8388 -5.5247
C -3.4828 -1.4561 -0.2811
H 5.8052 -1.6734 7.3854
H 2.1896 -1.5171 0.8778
P -0.1959 0.5554 -0.3504
O 3.3441 -3.2331 5.6435
F -4.2850 -2.0090 -1.1743
H 5.1721 -3.7987 6.3142
S 2.4795 -2.1828 4.8197
H -1.3698 4.8754 -6.9783
O -2.1855 1.5567 -4.6080
*
```

Values from the calculation:
HOMO	-9.14	eV
frontier orbital gap	9.44	eV
E	-94392.1795	eV
structure (SMILES)	CS(=O)(=O)[PH3]C(F)(F)C(F)(F)C(F)(F)C(F)(F)F.CCOS(C)(=O)=O.CCOS(C)(=O)=O

Atom charges from the Mulliken analysis, given in e for atoms 1 to 4: C -0.34; H 0.30; H 0.43; F -0.26

Molecular formula: C6H14N3W
Method: DFT, ωB97M-V with the def2-TZVPD basis set

```
! wB97M-V def2-TZVPD RIJCOSX def2/J DEFGRID3
* xyz 1 3
H -1.7366 1.5958 -0.2926
H 1.4346 3.7988 1.7280
N -1.2618 -2.4967 0.8267
H -2.1059 -2.1943 1.3230
W -0.6618 -1.1633 -0.6846
C -0.9907 -0.7420 -2.8170
H -1.5788 0.1133 -3.1601
H -1.6688 -1.4097 -2.1155
C 1.1705 0.5225 0.8968
C -0.7605 1.6925 0.1892
H -0.0669 -0.3450 -2.2993
C 1.0159 2.8698 1.3432
H 0.5451 -2.3698 -1.0405
H -0.6660 -1.3516 -3.6643
H -0.5482 -2.6469 1.5449
N 1.6695 -0.7715 1.0429
H -1.4748 -3.4271 0.4557
H -0.8304 3.7698 0.6624
H 2.5203 -0.8284 1.5961
C -0.2415 2.8545 0.7312
C 1.7252 1.6711 1.4482
H 2.7003 1.5861 1.9241
H 1.8210 -1.2627 0.1406
N -0.0096 0.5347 0.2208
*
```

Values from the calculation:
expectation value of S²	2.025
relative energy (zero: lowest compared OMol25 entry of this formula, charge and spin)	127.5	kJ/mol
HOMO (spin up / spin down)	-9.93 / -10.09	eV
frontier orbital gap (spin up / spin down)	6.62 / 6.54	eV
E	-12734.4301	eV

Atom charges from the Mulliken analysis, given in e for atoms 1 to 4: H 0.39; H 0.42; N -0.71; H 0.35

Molecular formula: C21H36N4O3
Method: DFT, ωB97M-V with the def2-TZVPD basis set

```
! wB97M-V def2-TZVPD RIJCOSX def2/J DEFGRID3
* xyz 0 1
H 0.5728 6.1827 -3.1700
H 0.6854 -0.3506 3.5939
H -0.2732 5.4161 -4.5150
H -1.5662 -0.2355 0.5855
H -1.4349 1.6317 -5.5605
H -0.6236 0.3356 2.6206
H 1.4556 -3.5269 3.2147
H 0.1211 -1.8182 -2.1574
C -0.2477 5.5177 -3.4323
H -0.0099 3.3571 -0.7464
N -1.6870 -0.2436 -4.6693
H -1.0102 -3.5396 3.3620
C -1.5235 -0.4445 -3.3513
H 1.2730 1.9079 -1.7972
C 1.3289 2.0235 -2.8786
C 0.1757 -3.5415 6.4274
H 1.5014 0.7663 1.4659
C 1.2714 -0.5502 -0.8638
H -1.8096 -3.9587 5.7130
H 1.9121 -4.4229 5.4959
C -0.0975 4.3185 -1.2454
N -0.4609 -1.7517 2.5741
H -1.2355 -1.4750 -0.6276
C 0.6407 -0.8606 -2.2028
C -0.9199 0.6652 -5.4867
C 1.2443 3.5102 -3.2323
O -2.2549 -1.1881 -2.7240
H 1.9859 -0.9257 1.6158
C 0.9006 -4.1215 5.2166
C -0.0635 4.1572 -2.7631
H 1.4531 -0.9455 -2.9263
H 2.3025 1.6235 -3.1941
N 0.4709 -0.5667 0.2296
H -0.8853 3.5001 -3.0655
H -0.6498 -1.1746 5.2690
C -0.9974 -2.1371 1.3947
H -2.1869 -1.7690 4.6283
H -1.0339 4.7766 -0.9346
C -1.1766 -2.0649 4.9173
C -0.8882 -1.0581 0.3169
O 2.4494 -0.2508 -0.7570
H -0.7685 0.7336 -1.7747
H -2.4940 -0.6906 -5.0819
N 0.2268 1.2922 -3.4819
H -0.8188 0.2437 -6.4906
H 0.9851 1.6567 -5.3790
C -1.2315 -3.0936 6.0435
C -0.4546 -2.6606 3.7079
C 0.1476 -0.4454 2.6516
C 0.4477 0.8726 -4.8459
H 2.0943 4.0260 -2.7820
O -1.5192 -3.2145 1.2052
H -1.7365 -2.6636 6.9108
C 0.9623 -3.0961 4.0880
H 0.3700 -5.0096 4.8677
H 1.5471 -2.2342 4.4183
H -1.1783 5.9799 -3.1108
H 0.7215 4.9537 -0.9132
C 1.1221 -0.2611 1.4951
H 1.3231 3.6248 -4.3153
H 0.1225 -4.2893 7.2205
H 0.7370 -2.6865 6.8123
C -0.3493 0.2517 -2.6670
H 1.0351 -0.0585 -4.9189
*
```

Values from the calculation:
relative energy (zero: lowest compared OMol25 entry of this formula, charge and spin)	119.1	kJ/mol
HOMO	-8.69	eV
frontier orbital gap	9.34	eV
E	-34466.1727	eV
structure (SMILES)	CC(C)CCN1CCNC(=O)[C@H]1CC(=O)N1CCN(C2CCCCC2)C(=O)C1

Atom charges from the Mulliken analysis, given in e for atoms 1 to 4: H 0.34; H 0.50; H 0.42; H 0.26

Molecular formula: C5H7NOS
Method: DFT, ωB97M-V with the def2-TZVPD basis set

```
! wB97M-V def2-TZVPD RIJCOSX def2/J DEFGRID3
* xyz 0 1
C 0.8849 0.1009 -0.5385
H -2.9577 0.8773 0.4424
C 2.2165 -0.2333 -0.2108
H -2.0131 -0.1203 -1.3634
C -0.1024 -0.7831 -0.3106
C -2.0043 0.5454 0.6056
H -2.1905 -1.3800 -0.1616
C -1.6366 -0.4920 -0.4453
H 0.4753 1.1780 -0.4091
H -1.2340 1.2483 0.5768
S 3.2478 -1.5549 -0.0707
H -1.9065 0.0598 1.6016
O 3.6878 1.5090 0.6944
H 0.2901 -1.8263 -0.1783
N 3.2427 0.8711 -0.2325
*
```

Values from the calculation:
relative energy (zero: lowest compared OMol25 entry of this formula, charge and spin)	518.1	kJ/mol
HOMO (spin up / spin down)	-8.66 / -8.66	eV
frontier orbital gap (spin up / spin down)	7.44 / 7.44	eV
E	-19666.2330	eV
structure (SMILES)	CC/C=C/C(=S)N=O

Atom charges from the Mulliken analysis, given in e for atoms 1 to 4: C -0.08; H 0.36; C 0.26; H 0.35

Molecular formula: C9H13N3
Method: DFT, ωB97M-V with the def2-TZVPD basis set

```
! wB97M-V def2-TZVPD RIJCOSX def2/J DEFGRID3
* xyz 0 1
H -1.7837 -0.1308 1.7777
H 0.6001 3.4760 -2.1806
N -1.2893 2.7757 -2.6142
C -1.4881 -0.4698 0.7436
N -2.0526 1.9495 -2.0347
C 0.8500 0.4844 0.9240
H 0.7792 -0.9602 2.7848
H -0.5920 -2.1420 2.2235
C 0.4063 -1.5940 1.8726
H -1.9983 -1.3937 0.5822
C 2.2876 0.3037 0.5919
H 2.5872 -0.7445 0.5668
N -0.0159 2.7084 -1.9792
C -1.9875 0.4154 -0.2454
H 1.4564 -1.6572 -0.8694
C 0.0143 -0.7445 0.6289
H -0.2000 -2.5933 -0.5223
H 0.0883 -0.9792 -1.5827
H 2.8990 1.0218 1.1412
C -1.3357 1.2447 -1.0597
H -3.0612 0.5264 -0.1742
H 2.3653 0.6648 -0.4838
H 1.1358 -2.3372 1.6562
C 0.0411 1.7517 -1.0845
C 0.2934 -1.5760 -0.6626
*
```

Values from the calculation:
relative energy (zero: lowest compared OMol25 entry of this formula, charge and spin)	666.7	kJ/mol
HOMO	-7.30	eV
frontier orbital gap	6.41	eV
E	-14006.3019	eV

Atom charges from the Mulliken analysis, given in e for atoms 1 to 4: H 0.34; H 0.24; N -0.65; C -1.13

Molecular formula: H24O12
Method: DFT, ωB97M-V with the def2-TZVPD basis set

```
! wB97M-V def2-TZVPD RIJCOSX def2/J DEFGRID3
* xyz 0 1
O 2.6487 0.3654 -3.4744
O -0.4586 -0.7040 1.1173
H 2.3195 0.1609 0.7883
O -0.2282 1.0784 -2.4023
H 3.1210 -0.4699 -3.5656
H 1.6448 1.8375 0.8822
H -4.0842 -3.2907 -0.9297
H -2.7476 -0.2238 -0.9139
H -0.9796 0.6717 -1.9564
H -0.9217 -0.2387 0.4116
H -2.9481 -1.2033 2.0463
O -3.5230 -0.4330 2.1186
H 3.4049 2.2936 0.5276
H 0.8319 0.8252 0.0920
O -3.0699 0.1691 -1.7329
H -4.3779 -0.8012 2.3686
H 3.5751 0.2937 3.6492
H -3.1486 -2.1260 -0.6503
O -3.2181 -2.9387 -1.1639
H 2.4065 0.3973 -2.5420
O 3.2369 0.2287 2.7490
H 0.4392 -3.0721 -2.4802
H -3.6794 1.2586 2.3239
O -4.5262 0.8853 2.5935
H 1.7506 -2.4001 -2.1080
H -5.0524 0.8902 1.7859
H 4.0762 3.6233 0.2252
H 3.3989 -0.9041 0.8916
O 0.9429 1.7734 0.2247
H -2.7982 1.0919 -1.6730
O 1.2592 -3.2217 -1.9963
O 3.2100 3.2225 0.3600
O 3.0668 -0.2128 0.3078
H 4.0141 0.0124 2.2216
H 0.4373 1.1634 -1.7103
H -0.0228 -0.0025 1.6142
*
```

Values from the calculation:
relative energy (zero: lowest compared OMol25 entry of this formula, charge and spin)	684.2	kJ/mol
HOMO	-9.08	eV
frontier orbital gap	8.73	eV
E	-24954.6035	eV

Atom charges from the Mulliken analysis, given in e for atoms 1 to 4: O -0.60; O -0.57; H 0.37; O -0.61

Q: What is the formula in the fifth record?
A: C5H7NOS